# 1
{
  "formula": "C37H41Cl6N5O10Si4TeZr",
  "method": "ωB97M-V with the def2-TZVPD basis set",
  "homo_energy_ev": -6.7,
  "e_lumo_ev": -2.126,
  "species": ["Te", "Zr", "Cl", "Cl", "Cl", "Cl", "Cl", "Cl", "Si", "Si", "Si", "Si", "O", "O", "O", "O", "O", "O", "O", "O", "O", "O", "N", "N", "N", "N", "N", "C", "C", "C", "C", "C", "C", "C", "C", "C", "C", "C", "C", "C", "C", "C", "C", "C", "C", "C", "C", "C", "C", "C", "C", "C", "C", "C", "C", "C", "C", "C", "C", "C", "C", "C", "C", "C", "H", "H", "H", "H", "H", "H", "H", "H", "H", "H", "H", "H", "H", "H", "H", "H", "H", "H", "H", "H", "H", "H", "H", "H", "H", "H", "H", "H", "H", "H", "H", "H", "H", "H", "H", "H", "H", "H", "H", "H", "H"],
  "coordinates": [[-0.072, -0.372, -1.960], [-2.042, 0.053, 0.974], [-1.297, -4.635, 0.667], [-0.825, -5.361, 5.987], [-4.474, 2.646, -0.895], [-2.863, 4.597, -2.337], [-1.798, -0.447, 3.969], [-3.031, 1.857, -3.288], [2.102, 2.910, -2.650], [2.208, 0.585, -2.393], [2.594, -0.361, -4.522], [4.103, 0.069, -1.099], [-3.909, -0.053, 1.726], [-1.704, -1.829, 1.408], [-3.696, -2.262, -1.714], [-8.446, -3.362, -0.960], [-5.747, 1.509, 3.032], [-6.997, 0.066, 4.027], [-3.019, -0.374, -0.706], [3.306, -5.065, 2.946], [4.528, -3.710, 4.197], [-9.525, -2.496, 0.693], [-6.317, 0.433, 3.093], [-1.788, 2.123, 2.014], [-0.999, 1.894, -0.573], [-8.526, -2.651, 0.019], [0.196, 0.364, 1.682], [-1.300, 4.777, 2.553], [2.698, -2.771, 2.909], [-1.106, -4.317, 4.633], [-3.829, -1.429, -0.864], [0.540, 1.581, 1.832], [-2.996, 2.897, -1.874], [3.506, -3.956, 3.347], [0.549, 3.397, -3.587], [-2.587, 4.281, 2.601], [4.364, -0.178, -5.138], [2.543, -1.637, 3.697], [4.067, 0.570, 0.719], [4.433, -1.779, -1.196], [-7.370, -1.135, 1.562], [1.106, -0.686, 2.025], [-6.227, -0.460, 1.928], [2.045, -2.854, 1.683], [2.184, -2.192, -4.452], [-0.241, 3.919, 2.262], [-0.522, 2.596, 2.000], [-1.873, 2.559, -0.977], [-1.534, -2.641, 2.445], [1.253, -1.815, 1.229], [-1.324, -4.011, 2.270], [-1.530, -2.160, 3.753], [1.456, 0.469, -5.764], [1.734, -0.598, 3.263], [5.581, 1.014, -1.786], [2.082, 3.764, -0.962], [-5.007, -0.607, 1.246], [-2.796, 2.934, 2.318], [-1.106, -4.846, 3.352], [3.560, 3.586, -3.631], [-6.156, -2.062, -0.311], [-7.310, -1.936, 0.439], [-5.007, -1.392, 0.075], [-1.323, -2.967, 4.854], [1.219, 3.421, -0.388], [-0.927, -5.899, 3.193], [4.525, 3.388, -3.163], [2.993, -1.571, 4.681], [3.460, 4.668, -3.754], [-8.283, -1.036, 2.129], [-3.429, 4.912, 2.843], [3.823, 1.629, 0.839], [0.427, 0.431, -5.398], [0.752, -1.865, 0.271], [5.697, 0.944, -2.866], [2.157, -3.753, 1.092], [2.704, -2.693, -3.634], [-1.327, -2.559, 5.853], [5.305, -2.064, -0.602], [3.573, -2.348, -0.836], [4.615, -2.085, -2.228], [4.657, -2.760, 4.301], [6.490, 0.623, -1.320], [-1.108, 5.823, 2.753], [0.781, 4.271, 2.233], [4.436, -0.588, -6.149], [5.067, -0.729, -4.509], [1.553, 0.258, 3.900], [-3.784, 2.488, 2.332], [-6.138, -2.669, -1.206], [2.991, 3.543, -0.396], [-0.323, 2.859, -3.219], [5.510, 2.072, -1.524], [1.114, -2.329, -4.288], [1.721, 1.517, -5.918], [3.361, -0.021, 1.302], [2.009, 4.849, -1.077], [4.687, 0.864, -5.177], [3.579, 3.141, -4.629], [0.647, 3.142, -4.643], [1.491, -0.032, -6.735], [5.063, 0.414, 1.143], [2.456, -2.689, -5.387], [0.361, 4.471, -3.514], [1.574, 1.918, 1.906]],
  "mulliken_charge": [-0.516, 0.364, -0.179, -0.227, -0.090, -0.097, -0.209, -0.011, 0.265, 0.510, 0.312, 0.372, -0.404, 0.426, -0.655, -0.613, -0.581, -0.580, 0.017, -0.547, -0.489, -0.634, 0.918, 0.883, 0.064, 1.035, 1.205, -0.669, 0.745, 0.363, 0.032, -0.341, 0.874, 0.555, -0.460, -0.863, -1.060, -1.687, -0.609, -0.978, -0.462, -0.339, -0.302, -1.081, -1.023, -0.926, 0.105, -0.810, -1.229, -0.248, 0.515, 1.157, -1.040, 0.162, -1.202, -0.562, 0.324, -0.370, -0.586, -1.051, -0.550, -0.557, 0.909, -0.899, -0.358, 0.475, 0.279, 0.484, 0.383, 0.626, 0.519, 0.203, 0.279, -0.107, 0.297, 0.651, 0.263, 0.498, 0.419, 0.190, 0.308, 0.323, 0.389, 0.467, 0.571, 0.392, 0.273, 0.573, 0.470, 0.677, 0.304, -0.368, 0.278, 0.254, 0.230, -0.030, 0.496, 0.306, 0.219, 0.341, 0.408, 0.544, 0.380, 0.378, 0.344]
}

***

# 2
{
  "formula": "C37H41F3N4O4PSSe2Tc",
  "method": "ωB97M-V with the def2-TZVPD basis set",
  "homo_energy_ev": [-9.2, -9.3],
  "spin_multiplicity": 4,
  "total_charge": 1,
  "e_lumo_ev": [-3.401, -3.414],
  "species": ["Tc", "Se", "Se", "S", "P", "F", "F", "F", "O", "O", "O", "O", "N", "N", "N", "N", "C", "C", "C", "C", "C", "C", "C", "C", "C", "C", "C", "C", "C", "C", "C", "C", "C", "C", "C", "C", "C", "C", "C", "C", "C", "C", "C", "C", "C", "C", "C", "C", "C", "C", "C", "C", "C", "H", "H", "H", "H", "H", "H", "H", "H", "H", "H", "H", "H", "H", "H", "H", "H", "H", "H", "H", "H", "H", "H", "H", "H", "H", "H", "H", "H", "H", "H", "H", "H", "H", "H", "H", "H", "H", "H", "H", "H", "H"],
  "coordinates": [[-0.294, 0.505, -0.337], [-0.344, 1.084, 3.846], [1.856, 0.196, 1.031], [-1.046, 0.197, -3.679], [1.195, -0.169, 3.126], [-4.846, -1.266, 0.550], [-3.989, -3.241, 0.248], [-3.475, -2.095, 2.004], [-1.822, -0.601, 0.587], [-1.300, 2.539, -2.423], [0.669, 1.407, -1.882], [-2.600, -1.507, -1.323], [0.367, -0.379, -5.807], [0.309, -1.505, -1.422], [-4.257, 1.613, 1.067], [0.917, 1.648, -4.808], [0.178, 0.555, -4.829], [0.121, 3.212, 0.919], [0.783, -2.724, -0.819], [-0.891, 2.361, 0.453], [-1.410, 5.043, 1.206], [-0.126, -3.708, -0.458], [3.681, 0.095, 6.320], [3.991, -0.006, 3.563], [2.565, 0.040, 5.502], [1.381, -1.336, -7.799], [2.715, -0.014, 4.117], [2.592, -4.122, -0.096], [1.690, -5.112, 0.266], [1.288, -0.244, -6.790], [-0.874, -3.665, 3.517], [-0.601, 1.386, -2.202], [2.068, 0.879, -6.762], [-2.592, -1.339, -0.117], [-5.403, 2.531, 1.301], [1.855, 1.815, -5.738], [1.788, -2.888, 3.369], [0.778, -1.933, 3.276], [0.331, -4.898, 0.089], [-0.131, 4.520, 1.303], [-3.712, -2.029, 0.700], [5.107, 0.055, 4.387], [-2.428, 4.229, 0.738], [-0.531, 3.743, -2.542], [4.953, 0.103, 5.764], [-3.351, 2.083, -0.078], [2.143, -2.926, -0.632], [-0.552, -2.325, 3.347], [1.464, -4.222, 3.554], [2.672, 3.057, -5.635], [0.133, -4.612, 3.630], [-2.186, 2.901, 0.390], [-3.531, 1.354, 2.352], [1.009, -1.136, -2.057], [2.824, 1.037, -7.516], [-1.912, -3.965, 3.582], [3.227, 3.035, -4.696], [-3.996, 2.644, -0.753], [-1.612, 6.070, 1.480], [-3.184, 2.302, 2.751], [-0.382, -5.663, 0.370], [-0.530, -1.699, -1.962], [-6.047, 2.097, 2.063], [2.100, -1.080, -8.571], [0.060, 3.733, -3.456], [3.557, 0.138, 7.394], [-3.424, 4.643, 0.617], [-0.213, -1.210, -5.785], [-4.643, 0.717, 0.768], [2.044, -6.043, 0.688], [1.699, -2.265, -7.321], [2.253, -4.958, 3.646], [1.571, 0.053, 5.931], [-1.186, -3.560, -0.630], [4.118, -0.043, 2.489], [5.824, 0.151, 6.405], [2.010, 3.923, -5.592], [-4.230, 0.880, 3.038], [0.121, 3.866, -1.678], [-1.327, -1.572, 3.302], [-5.955, 2.662, 0.375], [1.133, 2.840, 0.993], [-3.020, 1.187, -0.596], [2.828, -2.589, 3.319], [3.654, -4.278, 0.043], [0.682, 5.134, 1.670], [6.096, 0.067, 3.949], [0.411, -1.509, -8.266], [2.847, -2.149, -0.905], [-2.677, 0.713, 2.169], [-5.016, 3.483, 1.651], [3.365, 3.164, -6.465], [-1.261, 4.548, -2.569], [-0.118, -5.654, 3.786]],
  "mulliken_spin": [2.945, 0.005, 0.120, -0.004, 0.054, 0.001, 0.000, 0.000, -0.039, -0.010, 0.037, 0.009, -0.001, 0.003, 0.004, 0.000, -0.001, 0.021, -0.002, -0.123, 0.039, -0.012, 0.001, -0.001, 0.002, 0.000, 0.017, -0.001, -0.001, -0.001, 0.001, -0.065, 0.001, 0.042, 0.000, 0.000, 0.002, -0.008, 0.001, -0.023, -0.002, 0.002, -0.023, 0.003, 0.000, 0.009, 0.010, 0.005, 0.002, 0.000, 0.001, -0.046, 0.015, 0.008, 0.000, 0.000, 0.000, 0.003, 0.002, 0.001, 0.000, -0.007, 0.000, 0.000, -0.001, 0.000, 0.000, 0.000, 0.004, 0.000, 0.000, 0.000, 0.000, 0.001, -0.008, 0.000, 0.000, 0.001, -0.001, -0.008, 0.000, -0.002, 0.012, -0.005, 0.000, -0.001, 0.000, 0.000, 0.002, 0.008, 0.000, 0.000, 0.001, 0.000]
}

***

Calculated values (kJ/mol) of relative energy (zero: lowest compared OMol25 entry of this formula, charge and spin) for the records, taken in order: 55.2 0.0.